1.
19
Properties=species:S:1:pos:R:3:forces:R:3 method="wB97M-V/def2-TZVPD" gap_ev=12.0 homo_energy_ev=-10.874 e_lumo_ha=0.0417 mol_weight_g_mol=74.167
C -0.790000 -1.670725 -1.930201 0.18 3.36 -0.63
C -0.116019 -0.208222 -1.628997 0.93 -1.36 -0.75
C 1.244847 -0.758047 -1.232145 2.86 -1.13 2.19
H -1.793334 -1.556316 -2.296569 -0.45 -0.16 -0.66
H -0.877391 -2.174605 -0.982137 0.51 -0.56 0.04
H -0.057379 -2.014786 -2.696828 -1.05 -0.67 0.77
H 0.136595 0.362263 -2.609308 -1.34 -0.58 1.73
H -0.510846 0.423200 -0.772976 -0.01 -0.77 -1.43
H 1.784342 -0.231579 -0.397812 -0.68 -0.03 -0.61
H 1.216667 -1.853966 -0.828315 -0.10 1.89 -0.70
H 2.035172 -0.787324 -2.015925 -0.84 0.05 0.07
C -0.156740 2.002752 1.927441 2.32 0.59 0.46
C -0.388967 0.561307 2.408659 -0.75 1.58 1.94
H -1.066452 2.509625 1.593110 0.01 -0.13 0.54
H 0.470944 2.647753 2.640768 -1.39 -0.84 -0.57
H 0.497332 2.024671 1.065840 0.13 -0.21 -0.59
H -0.979011 0.698302 3.337610 0.18 -0.43 -0.25
H 0.422322 -0.121760 2.692549 0.13 0.59 -0.63
H -1.072084 0.147455 1.725242 -0.62 -1.17 -0.94

=====

2.
19
Properties=species:S:1:pos:R:3:forces:R:3 method="wB97M-V/def2-TZVPD" gap_ev=12.3 homo_energy_ev=-11.193 e_lumo_ha=0.0399 mol_weight_g_mol=74.167
C -1.434945 1.919915 -0.991876 0.21 -1.57 -0.64
C -0.258598 1.073829 -0.405173 -0.73 2.64 -0.49
C 1.014832 1.836501 -0.540985 0.20 3.27 3.12
H -0.970524 2.455305 -1.890356 -1.42 -0.67 1.03
H -1.887622 2.580825 -0.290932 0.59 1.27 0.77
H -2.379373 1.328938 -1.147975 1.16 0.05 -0.93
H -0.254771 0.863206 0.638647 -1.01 -0.43 0.78
H -0.027918 0.224272 -0.937919 -0.48 -2.47 -1.19
H 1.696587 1.301268 0.138851 0.53 0.53 -0.61
H 1.425333 2.030439 -1.509969 0.12 -0.20 -0.65
H 0.814238 2.927632 -0.025218 0.81 -2.40 -1.22
C 0.505510 -1.857857 1.480469 3.15 -5.04 -0.46
C 0.100506 -2.858226 0.363718 2.61 1.02 -0.26
H 1.149899 -2.468650 2.179674 -1.23 0.59 0.15
H 1.275969 -1.278753 1.124195 1.06 2.43 -0.88
H -0.313577 -1.461843 1.911258 -2.24 1.84 1.58
H 0.337733 -2.378882 -0.626000 -0.09 -1.13 0.73
H -0.902714 -2.924527 0.447849 -3.50 -0.44 -0.23
H 0.472911 -3.884211 0.550982 0.25 0.72 -0.62

=====

3.
19
Properties=species:S:1:pos:R:3:forces:R:3 method="wB97M-V/def2-TZVPD" gap_ev=12.6 homo_energy_ev=-11.494 e_lumo_ha=0.0419 mol_weight_g_mol=74.167
C -0.451391 -1.574622 -0.772806 0.63 0.18 0.44
C 1.005990 -1.353032 -0.316304 -0.83 -0.08 0.24
C 1.950318 -1.435896 -1.497181 0.65 0.47 0.12
H -0.625838 -2.649885 -0.866516 -0.25 0.23 -0.40
H -1.172100 -1.158717 -0.060752 0.10 -0.16 -0.05
H -0.545517 -1.024858 -1.706930 -0.47 -0.31 -0.24
H 1.230516 -2.093757 0.453163 0.26 0.07 0.03
H 1.041491 -0.370120 0.156538 0.32 0.05 -0.01
H 1.930444 -2.410317 -1.984778 -0.05 0.01 -0.03
H 2.989738 -1.194244 -1.237868 -0.16 -0.32 0.17
H 1.692454 -0.661555 -2.218119 -0.23 -0.10 -0.26
C -1.337076 1.669892 1.904645 -0.38 0.49 -0.34
C -0.923321 2.303532 0.552986 0.42 -0.93 1.27
H -2.412844 1.485123 1.930502 -0.04 0.15 0.00
H -0.891577 0.715689 2.174502 0.46 0.06 -0.21
H -1.101398 2.417716 2.658187 -0.09 -0.22 0.41
H -0.951722 1.553008 -0.230335 -0.44 0.28 -0.43
H 0.122879 2.598442 0.637034 -0.01 0.27 -0.13
H -1.551047 3.183601 0.424029 0.10 -0.13 -0.59

=====

4.
19
Properties=species:S:1:pos:R:3:forces:R:3 method="wB97M-V/def2-TZVPD" gap_ev=12.0 homo_energy_ev=-10.801 e_lumo_ha=0.0427 mol_weight_g_mol=74.167
C 1.707201 -0.353329 0.196637 -2.64 -3.17 -1.32
C 0.796255 -1.318718 1.130606 0.56 2.68 0.54
C 0.353350 -0.416327 2.326881 0.59 -0.18 0.55
H 1.797447 0.653343 0.570486 0.51 -0.02 0.09
H 1.110656 -0.365127 -0.760909 0.95 0.59 0.60
H 2.570921 -0.987983 -0.001303 0.57 1.00 -0.04
H -0.106594 -1.671652 0.610845 0.66 -0.28 0.07
H 1.448910 -2.110664 1.530812 -0.63 0.03 -0.38
H 1.063360 0.428678 2.436941 -0.67 -0.20 -0.21
H -0.687455 -0.053078 2.366436 0.47 -0.14 -0.41
H 0.530910 -0.958223 3.244159 -0.34 -0.31 0.49
C -1.205662 1.258703 -2.486551 0.78 -2.04 -0.15
C -1.600430 0.692909 -1.111596 0.69 0.87 1.43
H -1.106466 0.441299 -3.264595 -1.18 1.05 0.48
H -1.814785 2.123545 -2.699230 -0.31 -0.12 -0.64
H -0.183308 1.577971 -2.517442 0.71 0.56 0.50
H -2.661712 0.912443 -0.898043 0.45 -0.61 -0.05
H -1.020727 1.205121 -0.309278 -0.52 0.44 -0.49
H -1.281692 -0.314248 -0.797631 -0.66 -0.14 -1.07

=====

5.
19
Properties=species:S:1:pos:R:3:forces:R:3 method="wB97M-V/def2-TZVPD" gap_ev=12.2 homo_energy_ev=-11.095 e_lumo_ha=0.0422 mol_weight_g_mol=74.167
C 0.180471 -2.116144 -0.591726 -1.28 1.82 0.07
C -0.551817 -0.762365 -1.124826 0.16 0.36 0.28
C -0.666487 -0.853342 -2.737206 -2.12 -4.89 3.97
H 1.044528 -1.781208 -0.031791 0.36 -0.29 0.07
H -0.432321 -2.729954 0.095775 0.16 0.30 -0.56
H 0.477878 -2.671321 -1.483397 0.11 -0.17 0.49
H 0.086340 0.155086 -0.814393 -0.82 -1.60 -0.76
H -1.556197 -0.496108 -0.621401 1.40 -0.94 -0.80
H -1.698900 -0.866493 -3.023423 -0.73 0.57 -0.17
H -0.415889 -1.971340 -2.955541 0.50 2.49 -0.43
H -0.196017 -0.046531 -3.090841 2.22 2.34 -2.22
C 0.490022 0.975390 2.037598 4.13 2.51 -1.53
C 0.364806 2.521107 2.093762 0.74 -1.12 -1.08
H -0.439977 0.682985 2.231979 -3.25 -2.63 0.81
H 0.996223 0.599335 1.139610 -1.20 0.22 -0.62
H 1.325139 0.698914 2.651974 -0.45 -0.47 1.60
H 1.176423 2.836651 2.702470 0.29 1.08 0.55
H -0.595009 2.850851 2.395059 -0.83 0.13 1.14
H 0.410775 2.974483 1.126327 0.61 0.26 -0.81

=====

6.
19
Properties=species:S:1:pos:R:3:forces:R:3 method="wB97M-V/def2-TZVPD" gap_ev=12.2 homo_energy_ev=-11.043 e_lumo_ha=0.0416 mol_weight_g_mol=74.167
C 1.960562 -0.529726 0.312966 -0.36 -0.26 1.78
C 0.942240 -1.312106 1.134300 -1.43 1.33 2.24
C 0.389218 -0.481565 2.364567 -0.94 0.01 -0.85
H 2.246261 0.356393 0.896980 0.04 -0.09 -0.41
H 1.454839 -0.224454 -0.579107 0.65 0.07 -1.01
H 2.818092 -1.196832 0.316550 0.32 0.40 -1.25
H -0.023380 -1.478621 0.615576 1.07 -0.89 -0.20
H 1.407420 -2.170576 1.612541 -0.32 -0.51 -0.64
H 0.928349 0.409588 2.609619 0.97 0.33 0.20
H -0.577633 -0.055482 2.064254 -0.07 -0.23 0.23
H 0.229183 -1.053004 3.278132 0.05 -0.15 -0.12
C -1.259983 1.393504 -2.487351 -0.29 0.61 0.42
C -1.866991 0.760968 -1.254403 -0.49 0.15 1.48
H -1.326267 0.723512 -3.306058 -0.09 -0.92 -0.83
H -1.858851 2.259850 -2.824813 0.86 0.07 0.36
H -0.168004 1.538460 -2.335015 -0.82 0.59 -0.11
H -2.958361 0.640163 -1.191777 0.11 -1.08 -1.40
H -1.963232 1.397090 -0.359415 1.54 0.35 -0.08
H -1.275016 -0.139156 -1.005351 -0.80 0.22 0.18

=====

7.
19
Properties=species:S:1:pos:R:3:forces:R:3 method="wB97M-V/def2-TZVPD" gap_ev=12.5 homo_energy_ev=-11.414 e_lumo_ha=0.0394 mol_weight_g_mol=74.167
C -0.269151 2.517222 -0.148526 0.03 -0.01 -0.41
C 0.143632 1.588489 0.971995 1.23 -0.17 0.09
C 1.687123 1.561331 1.073326 -0.72 0.91 0.60
H 0.144918 2.173230 -1.108232 -0.13 0.01 0.21
H 0.153456 3.512183 0.021997 -0.14 -0.02 0.03
H -1.346300 2.610863 -0.272555 -0.07 0.01 0.06
H -0.258335 1.900100 1.936583 -0.15 0.03 -0.03
H -0.129162 0.549564 0.819843 -0.60 -0.06 -0.21
H 1.985821 0.858922 1.850052 0.30 -0.20 -0.29
H 2.131305 1.382290 0.098140 0.16 -0.39 0.04
H 2.030752 2.552511 1.397726 0.08 -0.13 -0.07
C -0.603142 -2.072766 -0.408479 0.20 0.31 0.75
C -0.941262 -3.230641 -1.344819 -0.61 0.32 0.77
H -1.434851 -1.854265 0.274855 -0.02 -0.12 -0.27
H 0.222019 -2.325421 0.257402 0.13 -0.21 -0.01
H -0.315708 -1.106121 -0.824558 -0.12 -0.20 -0.59
H -1.287479 -4.036184 -0.694428 0.10 -0.23 -0.18
H -1.799425 -2.978414 -1.965695 0.16 0.00 -0.30
H -0.114211 -3.602896 -1.934628 0.15 0.13 -0.19

=====

8.
19
Properties=species:S:1:pos:R:3:forces:R:3 method="wB97M-V/def2-TZVPD" gap_ev=12.1 homo_energy_ev=-10.953 e_lumo_ha=0.0406 mol_weight_g_mol=74.167
C 2.248749 -0.327998 1.090626 -0.42 -0.98 1.08
C 1.819601 1.083259 0.798775 0.32 1.24 -0.99
C 0.437320 1.207917 0.168385 -1.16 1.43 -0.50
H 1.521465 -0.782427 1.797948 -0.74 -0.16 -1.31
H 2.381429 -0.833603 0.112188 -0.19 -0.32 0.97
H 3.039690 -0.580710 1.816427 0.96 1.05 -0.99
H 2.461325 1.619560 0.076479 0.38 -0.70 0.30
H 1.831680 1.765005 1.627892 0.12 -0.04 0.88
H -0.306803 1.685857 0.826049 0.27 -0.35 0.16
H -0.057957 0.352057 -0.243076 0.34 -0.80 0.21
H 0.430879 1.893567 -0.699348 0.34 -0.10 0.30
C -1.508046 -1.413613 -0.732548 -0.47 -1.10 2.19
C -2.466876 -0.284143 -1.098716 0.97 0.61 -0.77
H -0.468484 -1.447472 -1.022882 0.06 0.65 -1.40
H -1.264157 -1.512019 0.345878 -1.02 -0.02 -0.07
H -1.994022 -2.335222 -1.065489 0.35 -0.14 0.16
H -3.532542 -0.483806 -0.942373 0.38 -0.25 0.52
H -2.210794 0.725037 -0.667903 -0.22 -1.05 -0.67
H -2.362457 -0.331248 -2.188314 -0.26 1.04 -0.09

=====

9.
19
Properties=species:S:1:pos:R:3:forces:R:3 method="wB97M-V/def2-TZVPD" gap_ev=12.4 homo_energy_ev=-11.283 e_lumo_ha=0.0408 mol_weight_g_mol=74.167
C -0.633614 0.980139 -1.345668 1.00 -0.85 -0.34
C 0.715986 1.485245 -0.790158 -0.89 0.23 0.20
C 1.937008 1.034277 -1.572949 0.04 0.59 -0.59
H -0.484846 -0.096168 -1.485648 -0.39 -0.08 0.15
H -1.422168 1.136112 -0.618231 -0.22 0.06 -0.13
H -0.929020 1.297572 -2.349126 0.17 0.61 0.22
H 0.650780 2.565491 -0.657572 0.32 0.18 -0.29
H 0.752771 1.121477 0.239701 0.24 -0.18 0.01
H 1.899062 1.394906 -2.612669 -0.16 -0.14 0.20
H 2.871966 1.439544 -1.182579 -0.07 -0.10 0.25
H 2.016343 -0.048282 -1.615447 -0.02 -0.17 0.09
C -0.576261 -2.021897 2.229497 0.97 1.05 -0.71
C -1.273784 -1.059187 1.229007 -0.41 -1.23 1.52
H -0.830434 -3.056517 2.006776 -0.14 0.01 0.65
H 0.517216 -1.932443 2.131733 -0.23 -0.13 -0.12
H -0.754024 -1.617935 3.222898 -0.40 -0.91 0.32
H -1.627530 -0.219985 1.825497 0.45 0.63 -0.57
H -2.203850 -1.547642 0.949388 -0.01 0.03 -0.66
H -0.625601 -0.854709 0.395550 -0.25 0.39 -0.19

=====

10.
19
Properties=species:S:1:pos:R:3:forces:R:3 method="wB97M-V/def2-TZVPD" charge=+1 gap_ev="11.9 / 4.1" homo_energy_ev="-14.973 / -14.908" e_lumo_ha="-0.1133 / -0.3979" s_squared=0.7525 multiplicity=2 mol_weight_g_mol=74.167
C -1.351643 -0.985952 0.273424 0.69 0.35 -0.55
C -2.300039 -2.128240 0.514514 -0.07 -1.05 1.30
C 0.028163 -1.446986 -0.052125 0.38 -0.06 -1.09
H -1.613358 -0.221674 -0.484394 -0.03 0.19 0.05
H -1.398892 -0.331812 1.179529 -0.43 0.12 -0.01
H -3.050131 -2.158782 -0.299345 0.18 0.46 -0.43
H 0.636970 -0.755126 -0.668623 -0.54 0.34 0.52
H 0.522610 -1.812750 0.863285 -0.30 -0.39 0.02
H 0.140420 -2.286548 -0.780010 -0.04 -0.42 0.40
H -1.847074 -3.124760 0.480125 0.07 0.12 -0.12
H -2.855770 -2.060223 1.447532 -0.01 0.14 -0.06
C 1.255238 1.632072 -0.651325 -1.13 -0.04 -0.87
C 2.059704 2.729046 -0.000899 0.76 -0.54 0.78
H 0.671909 1.964640 -1.524863 0.27 0.12 0.12
H 1.773767 0.734006 -0.996467 0.60 0.23 0.08
H 0.486549 1.295928 0.048956 0.04 0.01 0.23
H 2.687695 2.266062 0.773038 -0.24 0.25 0.12
H 1.372501 3.417861 0.482562 0.13 0.21 0.00
H 2.781372 3.273234 -0.604911 -0.34 -0.04 -0.49

=====

11.
19
Properties=species:S:1:pos:R:3:forces:R:3 method="wB97M-V/def2-TZVPD" charge=+1 gap_ev="12.5 / 5.1" homo_energy_ev="-15.453 / -15.283" e_lumo_ha="-0.1076 / -0.3733" s_squared=0.7535 multiplicity=2 mol_weight_g_mol=74.167
C -2.070979 -0.178125 -0.022015 -0.04 -0.38 -0.30
C -3.263578 -1.108952 -0.215120 -0.81 0.24 0.26
H -2.392379 0.791313 0.365902 0.29 -0.01 -0.05
H -1.358531 -0.609326 0.721637 -0.21 0.09 -0.01
H -1.548880 -0.057744 -0.976162 0.09 0.18 0.25
H -4.128200 -0.722226 0.343101 0.22 -0.13 -0.15
H -3.556409 -1.172183 -1.260826 0.04 0.11 -0.08
H -3.143716 -2.132397 0.119391 0.37 -0.16 0.12
C 1.481872 1.013365 0.167464 -0.98 0.63 1.02
C 1.176989 -0.426442 0.066100 0.63 -0.93 -0.87
C 3.084914 0.997101 -0.058852 0.73 -0.58 0.61
H 0.924006 1.642354 -0.524545 0.23 -0.13 -0.05
H 1.390450 1.416459 1.187840 0.14 0.10 -0.30
H 0.926888 -0.753085 -0.938870 -0.13 0.10 -0.05
H 3.606608 0.669063 0.843173 -0.20 -0.09 -0.10
H 0.298330 -0.636316 0.775490 0.07 0.48 0.05
H 1.917235 -1.147524 0.450980 -0.15 0.13 0.33
H 3.353248 0.345942 -0.879020 0.04 0.30 -0.32
H 3.302129 2.068715 -0.165670 -0.33 0.07 -0.34

=====

12.
19
Properties=species:S:1:pos:R:3:forces:R:3 method="wB97M-V/def2-TZVPD" charge=+1 gap_ev="11.2 / 3.1" homo_energy_ev="-14.483 / -14.392" e_lumo_ha="-0.1221 / -0.4153" s_squared=0.7528 multiplicity=2 mol_weight_g_mol=74.167
C 1.861024 0.015922 0.577376 -0.87 1.83 0.41
C 0.827231 -0.335346 1.642176 3.11 -2.61 -0.41
C 2.629550 1.293015 0.852421 -2.94 -0.52 -4.04
H 1.279592 0.033744 -0.451458 1.57 -0.48 0.82
H 2.657819 -0.843699 0.438932 -1.01 -0.20 -0.21
H 0.429871 -1.291837 1.363432 -0.53 -0.43 0.30
H 1.134038 -0.311719 2.696484 -0.13 -0.02 0.10
H 2.150960 1.833604 1.618639 -0.67 0.99 1.37
H 2.566410 1.881256 -0.119551 1.12 -0.40 1.50
H 0.195555 0.481479 1.534480 -1.70 2.12 -0.23
H 3.563706 1.082151 1.287257 1.98 -0.31 0.35
C -3.032623 -0.269800 -0.961135 0.90 -0.87 -0.97
C -1.852321 -0.666744 -1.850820 0.30 1.46 -2.23
H -2.674333 0.460710 -0.296548 -0.26 1.51 0.81
H -4.007737 -0.081830 -1.460779 1.04 0.25 0.17
H -3.131894 -1.128330 -0.385985 -0.99 -1.62 1.47
H -2.233373 -1.305803 -2.659876 0.47 -0.05 0.22
H -0.895740 -1.101029 -1.472332 -1.08 -0.13 0.57
H -1.467733 0.254255 -2.352712 -0.31 -0.53 -0.01